(1)
A cluster of 16 separate species, C40H120N8O20 in total at a distorted geometry, computed with wB97M-V/def2-TZVPD.

Structure (XYZ):
```
188
Properties=species:S:1:pos:R:3:forces:R:3:mulliken_charge:R:1
C 0.64564 2.24344 0.30130 -0.50 -0.46 -0.10 -1.07
C -0.63667 1.51779 -0.13156 -0.47 -0.62 0.41 2.49
C -0.68303 0.01463 0.21177 1.34 0.91 -1.34 -1.12
O -1.87588 -0.58620 -0.28158 0.44 -0.94 1.87 0.01
C -1.90007 -1.96751 0.13847 -0.62 -0.76 -0.92 -0.51
N -1.85154 2.06548 0.47537 0.48 0.20 0.20 0.34
H 0.88818 2.30346 1.36268 -0.50 -0.23 0.23 -0.35
H 0.51728 3.26719 -0.05008 0.47 0.03 -0.18 -0.16
H 1.48506 1.71961 -0.15706 0.22 0.39 -0.31 0.33
H -0.69666 1.67978 -1.20853 -0.04 -0.32 -0.20 -1.23
H -0.57957 -0.07736 1.29355 -0.06 -0.30 0.12 0.35
H 0.15145 -0.44090 -0.32426 0.35 -0.45 0.35 0.88
H -2.85018 -2.33295 0.53035 -0.37 0.91 0.40 0.30
H -1.13791 -2.27373 0.85417 0.18 0.49 -0.16 -0.29
H -1.82703 -2.60449 -0.74410 0.62 0.06 -0.21 0.09
H -2.55483 1.38522 0.21944 -0.63 0.35 -0.38 -0.49
H -1.73074 1.78275 1.44085 -0.21 0.64 0.64 0.13
C 2.99937 7.39987 3.93405 -0.41 0.11 -0.51 -1.77
C 3.25354 6.57128 2.66928 0.22 -0.25 2.02 1.55
C 3.21405 7.41916 1.45189 0.76 -0.80 -1.98 -1.06
O 3.18537 6.55986 0.23153 -0.57 1.04 1.14 -0.38
C 1.88234 6.04032 -0.00709 -0.19 0.09 0.43 -0.55
N 4.55212 5.93318 2.89580 0.22 -0.10 -0.68 -0.71
H 2.09329 7.98441 3.77237 0.01 0.22 0.29 0.45
H 3.85822 8.04241 4.12750 -0.10 0.12 -0.02 0.38
H 2.83963 6.76921 4.80873 0.06 -0.09 -0.02 0.38
H 2.48295 5.79969 2.62879 -0.41 0.07 -0.32 -0.15
H 4.12245 8.00665 1.31713 0.16 -0.12 0.25 0.38
H 2.39911 8.14282 1.48543 -0.40 -0.30 -0.27 0.38
H 1.09934 6.74766 0.26988 0.01 0.41 -0.31 0.44
H 1.64262 5.18478 0.62586 0.31 -0.42 -0.07 0.07
H 1.77304 5.77534 -1.05843 0.15 -0.01 0.05 0.27
H 4.75763 5.31530 2.12248 0.11 0.02 -0.18 -0.08
H 4.46167 5.30278 3.68073 0.10 0.09 0.31 0.34
C -5.00468 -3.79546 -3.52782 0.23 -1.24 0.11 -1.12
C -5.72889 -4.64605 -2.45197 2.04 1.59 -0.97 0.41
C -4.80116 -5.11785 -1.30753 -0.93 0.51 -0.35 -0.25
O -3.82548 -5.99742 -1.77021 0.05 -0.67 -0.59 -0.35
C -3.11441 -6.62445 -0.71868 -0.38 0.15 -0.62 -0.65
N -6.83813 -3.82514 -1.98531 0.30 -1.45 0.90 -0.60
H -3.96515 -4.12328 -3.55332 0.04 0.00 -0.49 -0.02
H -5.01106 -2.71103 -3.41906 -0.29 -0.06 0.48 0.34
H -5.53196 -4.06576 -4.44290 0.45 0.34 -0.40 0.40
H -6.04634 -5.55552 -2.96423 -0.12 -0.23 0.03 0.29
H -5.47690 -5.63965 -0.62737 0.10 0.08 0.67 0.32
H -4.24650 -4.30297 -0.83981 -0.56 0.45 0.38 -0.10
H -3.67207 -7.44224 -0.25996 -0.21 -0.20 -0.13 0.40
H -2.93493 -5.90458 0.08102 0.59 0.11 0.00 0.14
H -2.23412 -7.01837 -1.22606 0.28 0.01 0.58 0.26
H -7.39609 -4.58446 -1.61739 -1.28 0.71 0.42 0.29
H -7.30100 -3.42903 -2.79145 -0.23 -0.05 -0.02 0.25
C -0.31352 -7.20981 -6.60240 -0.75 0.03 1.31 -1.54
C -0.41428 -5.80336 -5.95310 1.48 -1.23 -1.17 0.55
C 0.55969 -5.69239 -4.73372 -1.34 -0.50 0.26 -0.74
O 0.49385 -4.52380 -3.91495 0.42 0.06 -0.95 -0.37
C -0.78376 -4.23209 -3.39872 0.48 0.42 0.16 -0.47
N -0.03585 -4.94542 -7.08518 -0.66 0.96 1.06 -0.69
H 0.68527 -7.41234 -6.98871 -0.01 -0.06 0.06 0.35
H -1.05501 -7.29562 -7.39630 0.22 0.20 -0.15 0.39
H -0.61221 -7.94565 -5.85488 0.35 -0.35 -0.03 0.39
H -1.46205 -5.69180 -5.67426 0.08 0.48 0.09 0.27
H 1.59445 -5.83391 -5.04555 0.00 0.31 -0.14 0.30
H 0.31501 -6.54332 -4.09497 -0.01 -0.30 0.24 0.29
H -1.15256 -5.06467 -2.79830 -0.44 -0.14 -0.19 0.43
H -1.46182 -3.89134 -4.18189 -0.34 -0.40 -0.03 0.42
H -0.66206 -3.37809 -2.73196 0.13 -0.03 0.11 -0.17
H 0.04229 -4.02882 -6.66413 0.15 0.60 -0.46 0.26
H 0.90621 -5.20584 -7.34343 0.18 0.00 -0.15 0.31
C 6.92078 3.87983 1.39073 -0.50 0.95 0.75 -1.61
C 5.91913 2.81932 0.87800 2.43 -0.11 0.86 0.64
C 6.10964 1.53892 1.76050 -0.74 1.48 -1.77 -0.35
O 7.44218 1.10447 1.68501 -0.55 -1.64 1.33 -0.42
C 7.51514 -0.25301 2.24916 0.42 0.21 -1.03 -0.78
N 4.53861 3.29163 0.94112 0.50 -0.18 -0.06 -0.41
H 6.76260 4.02323 2.46072 -0.08 -0.10 0.23 0.39
H 6.76699 4.88498 0.99536 -0.40 -0.01 -0.42 0.47
H 7.99980 3.75803 1.29927 -0.20 -0.92 -0.40 0.32
H 6.20381 2.63368 -0.15877 -0.04 -0.53 -0.12 0.19
H 5.41021 0.82011 1.32976 -0.04 -0.56 0.22 0.26
H 5.77314 1.81916 2.75971 0.16 -0.23 0.35 0.29
H 7.30996 -0.98433 1.46615 0.06 0.08 -0.36 0.28
H 6.79182 -0.52842 3.01714 -0.07 0.83 0.34 0.31
H 8.52777 -0.44495 2.60236 -0.06 0.30 0.06 0.34
H 4.01476 2.57759 0.45177 -0.51 -0.06 -0.32 -0.23
H 4.53446 4.08855 0.31846 -0.53 0.40 -0.04 0.32
C -4.93866 1.72169 -3.23740 0.88 0.12 0.78 -1.70
C -4.08948 1.14424 -2.05425 -0.69 1.19 -0.35 1.17
C -4.89879 0.42255 -0.96268 -0.09 1.11 0.01 0.02
O -6.06975 1.17469 -0.66053 0.05 -0.54 0.22 -0.44
C -6.87703 0.50873 0.30437 -0.20 -0.08 -0.89 -0.70
N -3.03815 0.30715 -2.61056 -0.40 -0.15 -0.13 -0.24
H -4.22797 2.29433 -3.83398 0.05 -0.34 -0.40 0.44
H -5.71658 2.45047 -3.01117 -0.09 -0.37 0.57 0.33
H -5.36766 0.89484 -3.80394 0.00 0.04 -0.17 0.40
H -3.50240 1.93147 -1.57967 -0.57 0.57 0.08 -0.36
H -4.32225 0.39665 -0.03656 0.33 -0.33 0.08 -0.10
H -5.09498 -0.61063 -1.25516 -0.41 -0.22 -0.17 0.28
H -6.31140 0.07045 1.12765 0.24 0.34 0.24 0.24
H -7.37577 -0.33097 -0.18228 -0.17 -0.19 -0.04 0.29
H -7.64628 1.20238 0.64224 0.24 0.03 0.15 0.28
H -2.55094 -0.02585 -1.78607 0.26 -0.54 -0.38 0.37
H -3.53621 -0.46939 -3.02547 0.37 -0.52 -0.28 0.25
C 3.40713 2.95350 -4.18461 -1.49 -1.15 -1.71 -1.86
C 2.77620 2.10013 -3.08701 -0.97 1.26 -1.34 0.57
C 2.23793 0.68865 -3.41876 0.01 0.36 -0.36 -0.42
O 1.28181 0.64364 -4.49480 0.61 -0.28 0.86 -0.59
C 0.76992 -0.66825 -4.74395 -1.08 0.34 -0.99 -0.99
N 3.75965 2.07922 -2.09277 1.46 -1.17 2.93 -0.20
H 4.28275 2.46976 -4.61855 0.20 0.01 0.18 0.37
H 3.65256 3.94941 -3.81712 -0.12 -0.05 -0.06 0.54
H 2.66548 2.98762 -4.98395 0.14 0.65 -0.34 0.45
H 1.99242 2.73283 -2.66711 -0.70 -0.30 -0.20 -0.20
H 1.73523 0.27396 -2.54414 0.26 -0.03 0.32 0.10
H 3.08690 0.06217 -3.69702 0.17 -0.24 0.08 0.56
H -0.12676 -0.47622 -5.33437 0.26 0.01 -0.64 0.46
H 0.29439 -1.26253 -3.96216 0.77 0.40 1.09 0.32
H 1.45769 -1.30822 -5.29673 0.20 0.15 0.06 0.34
H 4.44335 1.34922 -2.24061 0.20 -0.07 -0.08 0.24
H 4.24825 2.96125 -2.15083 0.25 -0.10 0.32 0.22
C 4.75978 -3.56284 1.50540 -0.90 0.03 0.05 -1.64
C 3.20936 -3.49071 1.68307 2.18 -0.75 0.70 0.80
C 2.70687 -2.07187 1.97632 0.09 -1.12 0.93 0.69
O 2.95613 -1.79215 3.36870 -0.05 0.30 -0.91 -0.51
C 2.52238 -0.47464 3.67402 0.77 -0.32 1.01 -0.14
N 2.62484 -4.14522 0.56745 -1.19 0.63 -1.62 -0.59
H 5.07149 -4.58281 1.27841 -0.10 -0.22 0.45 0.48
H 5.24075 -3.20881 2.41695 0.24 0.06 -0.21 0.32
H 5.07638 -3.03499 0.60526 -0.08 0.55 0.18 0.33
H 2.96693 -4.11585 2.54496 0.15 0.42 0.85 -0.18
H 1.62243 -2.11163 1.86085 -0.24 0.49 -0.46 -0.48
H 3.20475 -1.31720 1.36655 -0.22 0.05 -0.31 0.17
H 2.65429 -0.34946 4.74931 -0.54 -0.29 0.21 0.42
H 1.48356 -0.30586 3.39062 0.04 0.08 -0.09 -0.05
H 3.20462 0.30510 3.33206 -0.12 0.01 -0.92 0.07
H 3.00587 -5.05953 0.37128 0.20 0.08 0.24 0.29
H 1.63077 -4.25709 0.71507 -0.18 -0.09 -0.20 0.15
C -0.89709 -1.14766 5.24984 0.72 0.12 -1.01 0.52
C 0.05169 -2.40770 5.46426 -3.00 0.96 0.00 -0.16
O -0.73956 -3.50322 6.01667 0.93 0.63 0.16 -0.60
O -1.86817 -1.44706 4.24137 -0.10 -1.13 0.45 -0.58
H -0.38239 -0.25925 4.88213 0.86 -0.32 0.03 -0.40
H -1.35827 -0.73713 6.14909 -0.26 -0.81 0.44 0.28
H 0.82258 -2.10898 6.17340 0.16 -0.52 -0.19 0.42
H 0.37142 -2.74298 4.47767 0.70 0.38 0.09 -0.07
H -1.49746 -3.62605 5.43931 -0.11 0.18 -0.14 0.35
H -2.02298 -0.68138 3.68085 0.12 0.47 0.18 0.24
C -4.25459 3.47642 3.03339 -0.45 -0.25 0.40 0.84
C -3.79894 3.92803 4.38615 1.00 0.25 0.20 -0.62
O -3.45207 2.83065 5.24303 -0.31 -0.07 -0.14 -0.54
O -5.59154 3.03417 3.17138 -0.63 -0.06 -0.44 -0.59
H -3.67495 2.65909 2.60459 0.40 0.31 -0.01 -0.81
H -4.20179 4.34589 2.37799 -0.24 -0.15 -0.24 0.33
H -4.60030 4.50722 4.84494 0.00 0.12 -0.13 0.43
H -2.90150 4.53980 4.28217 0.03 0.33 -0.03 0.27
H -3.69690 3.10171 6.13076 0.12 -0.30 0.11 0.30
H -5.57196 2.10256 3.40259 -0.04 -0.01 0.02 0.32
C -0.44830 -6.24922 2.75136 1.81 -0.06 1.78 -0.83
C -0.77433 -4.88564 2.23412 -2.43 -0.28 0.30 0.35
O -0.46175 -4.70314 0.88934 0.49 0.33 -0.85 -0.12
O 0.95226 -6.48488 2.58152 0.03 -0.88 -0.57 -0.52
H -0.99628 -7.12675 2.40718 0.05 0.35 -1.18 0.35
H -0.66809 -6.36712 3.81391 -0.18 0.71 0.34 0.39
H -0.45496 -4.01361 2.80548 0.82 -0.33 0.16 -0.22
H -1.85787 -4.81216 2.35324 -0.51 0.12 -0.05 0.22
H -0.37517 -5.55875 0.46153 0.05 -0.10 -0.03 0.14
H 1.47457 -5.90720 3.14337 -0.22 0.16 0.15 0.31
C -2.56741 5.07735 -2.84927 -0.71 -0.66 -0.66 -0.51
C -1.63753 4.68304 -1.76700 0.86 -0.80 2.06 1.19
O -2.12375 4.85956 -0.41906 -0.28 1.00 -0.71 -0.69
O -1.98026 4.82009 -4.12156 -0.12 1.44 -0.23 -0.62
H -2.84885 6.12359 -2.72693 0.33 0.21 -0.48 0.35
H -3.51631 4.54029 -2.80872 -0.09 -0.27 0.38 0.16
H -0.71170 5.25397 -1.85187 0.19 0.07 -0.32 0.09
H -1.39395 3.62092 -1.80929 0.12 -0.05 -0.70 -0.73
H -1.79338 4.11183 0.08779 -0.36 -0.49 0.09 0.31
H -1.50293 3.98777 -4.19087 -0.17 -0.53 0.62 0.38
O 2.89491 2.93465 3.12380 -0.70 -0.20 0.95 -0.50
H 3.26602 3.43554 3.85141 0.07 0.05 0.20 0.19
H 3.42467 3.19062 2.36166 0.72 0.19 -0.95 0.17
O -1.77056 1.32045 3.30301 -0.60 -0.52 -0.33 -0.45
H -2.27073 1.89166 3.88927 -0.31 0.01 0.44 0.33
H -0.85041 1.49180 3.52777 0.73 0.08 0.14 0.14
O 0.66056 1.84214 4.20312 -0.38 -0.16 0.48 -0.40
H 1.43503 2.14867 3.72307 0.66 0.25 -0.51 0.19
H 0.43260 2.57386 4.77868 -0.08 0.16 0.21 0.20
O -0.98103 2.05819 -3.92251 0.02 0.64 0.01 -0.48
H -1.51709 1.37862 -3.50780 -0.88 -0.37 0.22 0.09
H -0.15091 1.61810 -4.12229 0.49 -0.05 -0.25 0.47
```
Forces are in eV/Å.

- Net charge: 0
- Kohn-Sham gap: 8.96 eV
- Spin multiplicity: 1

=====

(2)
A structure of composition C40H26F9MoN3O2PS, computed with wB97M-V/def2-TZVPD.

Structure (XYZ):
```
83
Properties=species:S:1:pos:R:3:forces:R:3:mulliken_charge:R:1
Mo 0.50963 0.64657 1.38339 0.36 -0.38 -0.50 0.45
O -0.02054 2.27221 0.66515 -0.16 -0.67 -0.04 0.66
C 0.33019 3.38228 0.04929 0.21 0.68 -0.21 0.51
C -0.62898 4.28619 -0.40224 -0.02 -0.08 0.05 -0.77
C -0.19143 5.43802 -1.02430 -0.13 -0.01 -0.02 -0.61
C 1.17479 5.71109 -1.18784 0.10 0.06 -0.05 -0.82
C 2.12599 4.83256 -0.72428 0.04 -0.01 -0.01 -0.85
C 1.71735 3.64399 -0.09818 -0.36 -0.05 -0.05 0.53
C 2.64579 2.71789 0.39522 0.04 -0.23 0.22 -0.26
N 2.35809 1.56716 0.98732 -0.05 0.17 -0.02 0.68
N 3.48622 0.90923 1.40715 0.28 -0.19 0.10 -1.24
C 3.18531 -0.23733 1.90585 0.22 0.12 0.08 0.86
O 1.86273 -0.57087 1.84490 -0.79 0.26 -0.32 -0.39
C 4.06678 -1.15417 2.56585 0.23 0.02 -0.17 0.40
C 5.40733 -0.78033 2.76158 -0.01 0.01 0.02 -0.45
C 6.27049 -1.65055 3.39137 0.00 0.00 0.00 -0.77
C 5.80990 -2.89178 3.82310 0.00 0.00 0.00 -0.40
C 4.48280 -3.26729 3.62841 0.01 -0.06 0.04 -0.81
C 3.60811 -2.40633 3.00200 -0.02 0.06 -0.01 -0.19
H -1.68190 4.08179 -0.25883 0.01 -0.01 -0.02 0.58
H -0.91754 6.15288 -1.39094 0.00 -0.02 0.02 0.51
H 1.47753 6.62779 -1.67637 0.01 -0.01 0.01 0.50
H 3.18077 5.05067 -0.83622 0.00 -0.02 0.01 0.52
H 3.70468 2.93657 0.30586 0.04 -0.03 0.04 0.52
H 5.75278 0.18846 2.42711 -0.02 -0.01 -0.01 0.45
H 7.30218 -1.36970 3.55025 0.00 0.00 0.00 0.45
H 6.49212 -3.57205 4.31660 -0.02 0.00 -0.01 0.43
H 4.14076 -4.23466 3.96890 0.01 0.00 0.00 0.45
H 2.57716 -2.69554 2.84778 -0.01 0.01 -0.01 0.36
S -0.39538 1.37234 3.32400 -0.16 0.33 0.56 -0.44
C -0.82691 -0.32609 3.58128 -0.01 -0.07 -0.14 0.65
C -1.25992 -0.94614 4.72584 -0.02 0.05 0.00 -0.72
C -1.40196 -2.33109 4.66409 -0.02 -0.03 -0.01 -0.28
C -1.05689 -3.01595 3.50547 -0.01 0.00 0.00 -1.11
C -0.61023 -2.30662 2.40620 -0.05 0.00 -0.03 -0.38
N -0.55809 -0.96928 2.43279 0.05 0.05 0.21 0.36
H -1.45958 -0.38748 5.63050 0.01 0.00 -0.02 0.53
H -1.75406 -2.87432 5.53180 0.01 0.00 0.00 0.47
H -1.12547 -4.09366 3.45691 0.01 0.01 -0.01 0.53
H -0.29120 -2.79325 1.49629 0.01 -0.01 0.02 0.97
F 1.11808 3.26873 -6.10012 0.00 -0.09 -0.11 -0.24
C 0.86510 3.81799 -4.92087 0.04 0.09 0.08 0.77
F 1.98598 4.42689 -4.49488 0.04 0.00 0.05 -0.25
F -0.07099 4.75672 -5.07383 -0.07 0.02 -0.02 -0.26
C 0.42486 2.77797 -3.91023 0.07 -0.02 0.03 0.13
C 1.39352 2.05112 -3.22408 0.02 0.04 -0.02 -1.31
C 1.00936 1.12965 -2.26826 -0.02 -0.09 0.01 -0.72
C -0.34895 0.91751 -2.01340 -0.07 -0.05 0.08 1.06
C -1.31127 1.63329 -2.72072 -0.12 -0.02 0.00 -0.54
C -0.92228 2.55993 -3.67755 0.00 -0.01 0.02 -1.07
P -0.89166 -0.21494 -0.71898 0.41 0.17 0.11 1.83
C -2.62971 0.04488 -0.37861 -0.07 0.01 0.01 0.26
C -3.06853 1.04600 0.49600 0.10 -0.08 -0.02 -0.31
C -4.42120 1.29536 0.63390 -0.03 0.00 0.03 -1.17
C -5.33861 0.55219 -0.09972 0.00 0.07 0.02 0.09
C -4.91523 -0.43609 -0.97369 0.02 -0.03 -0.03 -1.12
C -3.56075 -0.69389 -1.11673 -0.04 0.09 0.00 -0.23
C -6.82400 0.80608 0.08818 0.05 -0.02 0.03 0.80
F -7.04837 2.07215 0.43814 0.01 0.12 0.01 -0.25
F -7.49910 0.54584 -1.02616 -0.03 -0.03 -0.11 -0.24
F -7.29025 0.01756 1.05961 -0.03 -0.09 0.09 -0.23
C -0.60958 -1.91653 -1.20752 -0.10 -0.03 0.11 1.30
C 0.34283 -2.25746 -2.17234 0.05 0.05 0.02 -1.15
C 0.51985 -3.58373 -2.52678 -0.02 -0.02 -0.01 -1.04
C -0.25729 -4.57071 -1.93462 0.03 0.06 -0.02 -0.07
C -1.22731 -4.24056 -0.99678 0.00 -0.04 0.00 -0.98
C -1.39944 -2.91934 -0.62891 -0.04 -0.01 -0.04 -0.84
C -0.01960 -6.02378 -2.30444 0.00 0.05 -0.01 0.83
F 0.29983 -6.13995 -3.58961 0.01 0.00 -0.09 -0.24
F 0.99431 -6.50427 -1.57548 0.09 -0.02 0.08 -0.24
F -1.09584 -6.76553 -2.05870 -0.10 -0.04 0.01 -0.25
H 2.44229 2.21664 -3.43598 -0.01 0.00 0.01 0.56
H 1.77104 0.57364 -1.73153 0.03 -0.04 0.00 0.68
H -2.36528 1.47047 -2.53409 0.01 0.03 -0.02 0.45
H -1.66760 3.11527 -4.23121 0.00 0.01 0.01 0.56
H -2.36519 1.63967 1.06817 -0.07 -0.03 -0.03 0.37
H -4.77022 2.06974 1.30436 0.00 -0.01 0.00 0.53
H -5.63888 -0.99670 -1.55126 0.01 0.01 0.00 0.52
H -3.23976 -1.45251 -1.81529 0.01 -0.03 -0.05 0.67
H 0.92866 -1.50521 -2.67980 0.02 0.08 0.02 0.45
H 1.24761 -3.84853 -3.28228 0.00 -0.01 0.00 0.51
H -1.85620 -5.01293 -0.57385 0.01 0.00 0.00 0.55
H -2.17961 -2.66582 0.07689 0.01 -0.02 0.03 0.93
```
Forces are in eV/Å.

- Net charge: +3
- Kohn-Sham gap (alpha / beta): 4.89 / 4.75 eV
- Spin multiplicity: 1

=====

For each record above, in turn, the calculated energy above the lowest of the compared OMol25 structures with the same formula, charge and spin values are 1.2653; 0.4308 eV.